(1)
DFT (wB97M-V/def2-TZVPD) results for a structure of composition C20H30CdNO3PS in a non-equilibrium geometry.

Atoms and positions in Å:
C  4.615  2.566  0.209
C  3.910  2.508  -0.989
C  2.695  1.788  -1.076
C  2.218  1.143  0.056
C  2.937  1.164  1.246
C  4.129  1.914  1.334
C  1.924  1.754  -2.378
C  1.716  0.384  -3.068
N  1.553  -0.791  -2.169
Cd  0.353  -0.053  -0.222
C  2.496  0.314  2.423
P  1.803  -1.273  1.756
H  4.289  3.017  -1.877
H  4.672  1.946  2.280
H  5.556  3.118  0.266
H  1.688  0.789  3.007
H  3.327  0.053  3.097
H  0.919  2.179  -2.214
H  2.428  2.391  -3.115
H  0.808  0.439  -3.685
C  0.966  -2.021  3.192
C  3.366  -2.221  1.642
H  2.569  0.176  -3.738
C  2.868  -1.383  -1.842
C  0.718  -1.842  -2.800
H  -0.890  -0.522  1.540
H  3.337  -1.755  -2.769
H  3.519  -0.631  -1.380
H  2.730  -2.226  -1.153
H  1.247  -2.284  -3.662
H  0.520  -2.630  -2.062
H  -0.249  -1.423  -3.100
H  3.783  -2.335  2.654
H  3.143  -3.211  1.217
H  4.096  -1.704  1.003
H  1.691  -2.213  3.994
H  0.170  -1.349  3.542
H  0.515  -2.968  2.858
H  -1.037  -1.131  1.102
C  -7.134  0.489  2.164
C  -5.987  0.496  1.196
C  -6.192  0.607  -0.186
C  -5.123  0.592  -1.081
C  -3.818  0.492  -0.600
C  -3.610  0.385  0.772
C  -4.675  0.380  1.657
S  -2.416  0.378  -1.722
O  -2.044  -1.040  -1.684
O  -2.851  0.926  -2.985
O  -1.347  1.222  -1.063
H  -7.709  1.417  2.080
H  -7.832  -0.338  1.985
H  -6.774  0.407  3.193
H  -7.210  0.684  -0.569
H  -5.292  0.659  -2.149
H  -2.607  0.302  1.154
H  -4.477  0.266  2.720

Calculated values
Charge   0
Gap between HOMO and LUMO   8.3 eV
HOMO energy   -7.87 eV
Calculated total energy   -53546.4546 eV

Mulliken population analysis, charges in e, atoms 1 to 2: number 1, C, carries -0.7481; number 2, C, carries -0.7968



(2)
DFT (wB97M-V/def2-TZVPD) results for the molecule C20H30ClN3O3.

Atoms and positions in Å:
C  2.092  5.207  -0.024
C  1.631  3.791  0.297
C  0.129  3.570  0.096
C  -0.687  4.322  1.145
C  -0.194  2.070  0.122
C  -1.698  1.768  0.035
C  -1.913  0.295  -0.265
O  -2.218  -0.091  -1.388
N  -1.669  -0.531  0.773
C  -1.821  -1.992  0.762
C  -3.279  -2.357  0.534
O  -4.051  -1.754  1.568
C  -0.882  -2.643  -0.277
C  0.424  -2.984  0.473
C  0.249  -2.441  1.899
C  1.051  -3.186  2.951
C  -1.265  -2.505  2.093
N  0.473  1.357  -0.959
C  1.389  0.384  -0.728
O  1.927  0.209  0.353
C  1.726  -0.475  -1.910
C  3.004  -1.019  -1.990
N  3.395  -1.821  -2.973
C  2.510  -2.130  -3.914
C  1.210  -1.645  -3.905
Cl  0.108  -2.119  -5.154
C  0.800  -0.798  -2.893
H  3.171  5.301  0.105
H  1.859  5.465  -1.060
H  1.622  5.952  0.619
H  2.182  3.087  -0.329
H  1.884  3.539  1.332
H  -0.146  3.947  -0.898
H  -0.522  3.891  2.137
H  -0.395  5.370  1.189
H  -1.756  4.294  0.936
H  0.215  1.644  1.042
H  -2.198  2.054  0.961
H  -2.152  2.329  -0.784
H  -1.554  -0.104  1.678
H  -3.593  -2.005  -0.451
H  -3.367  -3.449  0.568
H  -4.975  -1.978  1.435
H  -1.357  -3.545  -0.668
H  -0.738  -1.981  -1.125
H  0.561  -4.069  0.511
H  1.310  -2.568  -0.006
H  0.560  -1.392  1.899
H  0.759  -4.239  2.986
H  2.119  -3.141  2.730
H  0.900  -2.761  3.945
H  -1.636  -1.943  2.953
H  -1.580  -3.545  2.225
H  0.045  1.397  -1.870
H  3.727  -0.792  -1.217
H  2.837  -2.792  -4.708
H  -0.224  -0.443  -2.858

Calculated values
Charge   0
Gap between HOMO and LUMO   9.9 eV
Relative energy (zero: lowest compared OMol25 entry of this formula, charge and spin)   0.0 kcal/mol
SMILES   CC[C@H](C)[C@@H](CC(=O)N[C@@]1(CO)CC[C@H](C)C1)NC(=O)c1cncc(Cl)c1
HOMO energy   -9.54 eV
Calculated total energy   -44364.2043 eV

Mulliken population analysis, charges in e, atoms 1 to 2: number 1, C, carries -1.4022; number 2, C, carries -0.1465



(3)
DFT (wB97M-V/def2-TZVPD) results for a cluster of 6 separate species, C20H30ClO14 in total in a non-equilibrium geometry.

Atoms and positions in Å:
Cl  -1.178  -2.281  -0.522
O  -0.597  -2.512  -1.790
O  -0.220  -1.709  0.291
O  -2.364  -1.443  -0.705
O  -1.592  -3.482  0.245
O  -7.936  -1.894  6.258
C  -7.024  -2.664  6.047
O  -5.784  -2.445  6.568
C  -4.844  -3.412  6.064
C  -5.782  -4.632  5.795
C  -6.968  -3.907  5.120
H  -4.017  -3.716  6.705
H  -4.340  -3.097  5.150
H  -6.036  -5.239  6.665
H  -5.221  -5.249  5.093
H  -7.939  -4.397  5.192
H  -6.769  -3.614  4.089
O  2.871  2.720  7.379
C  3.450  1.746  7.055
O  4.834  1.792  6.981
C  5.452  0.567  6.901
C  4.162  -0.432  7.071
C  2.928  0.363  6.820
H  6.235  0.618  7.657
H  5.917  0.335  5.944
H  4.180  -0.993  8.006
H  4.216  -1.284  6.393
H  2.113  0.108  7.498
H  2.479  0.336  5.827
O  2.224  2.075  -8.612
C  1.393  2.019  -7.655
O  1.608  2.683  -6.509
C  0.482  2.491  -5.677
C  -0.591  2.015  -6.509
C  0.049  1.466  -7.738
H  0.177  3.482  -5.339
H  0.766  1.825  -4.862
H  -1.283  2.793  -6.832
H  -1.296  1.408  -5.943
H  -0.560  1.589  -8.633
H  0.164  0.384  -7.669
O  -2.717  6.178  2.133
C  -3.663  5.507  1.881
O  -4.585  5.778  0.892
C  -5.631  4.780  0.857
C  -5.730  4.307  2.261
C  -4.235  4.316  2.734
H  -5.404  4.008  0.121
H  -6.675  5.092  0.812
H  -6.221  3.341  2.375
H  -6.317  4.999  2.866
H  -3.761  3.391  2.406
H  -4.116  4.342  3.817
O  7.423  -4.153  -9.630
C  7.093  -3.386  -8.731
O  6.185  -3.713  -7.816
C  6.239  -2.848  -6.721
C  7.390  -1.967  -6.955
C  7.772  -2.041  -8.368
H  6.218  -3.407  -5.786
H  5.352  -2.220  -6.631
H  8.256  -2.333  -6.404
H  7.369  -0.996  -6.460
H  8.844  -2.208  -8.474
H  7.559  -1.177  -8.997

Calculated values
Charge   -1
Gap between HOMO and LUMO   7.8 eV
Relative energy (zero: lowest compared OMol25 entry of this formula, charge and spin)   100.4 kcal/mol
HOMO energy   -5.74 eV
Calculated total energy   -62406.5100 eV

Mulliken population analysis, charges in e, atoms 1 to 2: number 1, Cl, carries 1.5767; number 2, O, carries -0.6294